Formula: C2H5N3O4
Source: the OMol25 dataset
Level of theory: wB97M-V/def2-TZVPD

```
14
Properties=species:S:1:pos:R:3
O 2.93357 0.50541 -0.17406
N 1.89791 -0.09137 -0.11738
O 2.04835 -1.46768 -0.15108
N 0.69756 0.22042 0.00325
C 0.34245 1.65298 -0.05670
O -0.94165 1.85024 -0.55119
H 1.35446 -1.88268 0.32196
H 0.28820 1.91396 1.02087
H 0.99135 2.19142 -0.77576
H -1.51833 1.20146 -0.08622
N -2.32029 -0.88689 -0.03215
C -1.68831 -1.92718 0.19332
O -0.79196 -2.60390 0.44572
H -3.29330 -0.67620 -0.04057
```

As for the spin multiplicity: 1. The energy above the lowest of the compared OMol25 structures with the same formula, charge and spin comes out at 2.584 eV. The calculation puts the largest force on an atom at 0.0783 hartree/bohr. Its HOMO energy is -10.1 eV. As for the SMILES: [O-]/[N+](O)=N\CO.N=C=O. For the total energy, the calculation gives -544.2921 hartree. As for the total charge: 0.

Formula: C22H10Cl5MoN3O2
Source: the OMol25 dataset
Level of theory: wB97M-V/def2-TZVPD

```
43
Properties=species:S:1:pos:R:3
Mo -0.28232 -0.95452 0.38259
O 2.18002 4.88839 -3.98632
C 3.09108 4.89815 -3.22539
O 3.96301 4.88726 -2.44236
C 2.28247 2.39566 -1.97988
C 1.34787 1.64512 -2.61529
C 0.62693 0.59286 -1.95318
N 0.86814 0.43682 -0.63746
C 1.80481 1.11893 0.03490
C 2.51980 2.15128 -0.65618
C 2.09490 0.56955 1.32987
C 3.00584 1.11086 2.24130
C 3.30607 0.42156 3.39811
C 2.63215 -0.78920 3.61601
C 1.57305 -1.14701 2.78502
N 1.27139 -0.47893 1.66698
C -0.34028 -0.29942 -2.52115
C -0.81413 -0.27020 -3.84437
C -1.41595 -1.38376 -4.35831
C -1.80563 -2.39444 -3.49915
C -1.48591 -2.30475 -2.13098
N -0.75286 -1.29428 -1.63894
H 1.10088 1.81182 -3.67342
H 3.23591 2.71052 -0.05293
H 3.45407 2.05977 1.98212
H 4.02014 0.85328 4.10405
H 2.88085 -1.46567 4.44005
H 0.96946 -2.01077 2.97974
H -0.59804 0.59336 -4.48882
H -1.59105 -1.49334 -5.44230
H -2.19422 -3.35614 -3.92605
H -1.72143 -3.10842 -1.43819
Cl -2.21659 1.60369 0.45572
C -2.75425 0.25444 1.44668
C -1.89576 -0.85342 1.44604
C -2.13802 -2.03829 2.09993
Cl -1.06190 -3.38026 1.73805
C -3.25937 -2.09676 2.93864
Cl -3.54547 -3.63968 3.65352
C -4.04920 -0.94911 3.11030
Cl -5.28615 -0.95616 4.30247
C -3.87316 0.22041 2.26212
Cl -5.14717 1.44080 2.09647
```

As for the spin multiplicity: 3. The calculation puts the largest force on an atom at 0.0745 hartree/bohr. Its HOMO energy (spin up / spin down) is -14.5 / -13.9 eV. For the total energy, the calculation gives -3527.6173 hartree. As for the total charge: +2.

Formula: C27H14F5GaN3O6
Source: the OMol25 dataset
Level of theory: wB97M-V/def2-TZVPD

```
56
Properties=species:S:1:pos:R:3
Ga -0.16391 -1.22003 -0.11240
O -2.98914 -6.46850 -0.12071
C -2.43525 -5.40320 -0.07936
C -1.00390 -5.14626 0.39049
O -0.21381 -5.98504 0.76415
C -0.81644 -3.70451 0.24974
C -1.94621 -3.09859 -0.29446
O -1.94563 -1.81963 -0.55121
C -3.01993 -4.06065 -0.51878
O -4.13111 -3.87835 -0.96456
O 0.24958 -3.00915 0.51347
N -0.15152 -0.23560 1.51501
C -0.55782 0.92480 1.77615
C -0.24700 1.53292 3.12111
C -1.10368 2.44113 3.73601
C -0.81353 2.94188 4.99847
C 0.34747 2.55322 5.65026
C 1.21096 1.65145 5.03913
C 0.91006 1.13926 3.78790
C -1.32137 1.79846 0.81607
C -2.38519 1.27681 0.08768
C -3.03208 2.05055 -0.86415
C -2.61560 3.35218 -1.10692
C -1.55944 3.88258 -0.37837
C -0.92735 3.11464 0.58836
H -2.00713 2.75235 3.22561
H -1.49644 3.63606 5.47298
H 0.57856 2.94898 6.63177
H 2.11859 1.34367 5.54387
H 1.55127 0.41162 3.30638
H -2.70239 0.25556 0.25917
H -3.85878 1.62772 -1.42188
H -3.11148 3.95180 -1.86041
H -1.22491 4.89584 -0.56500
H -0.10511 3.53280 1.15781
F 5.50629 1.98126 -1.97499
C 4.24308 1.56619 -1.79300
C 3.20633 2.14170 -2.50614
F 3.47211 3.11347 -3.38830
C 1.90557 1.71572 -2.31927
F 0.92663 2.27613 -3.04773
C 1.57513 0.70487 -1.40640
O 0.33831 0.32361 -1.22841
C 2.65508 0.13484 -0.72053
F 2.39263 -0.87022 0.13681
C 3.95861 0.55204 -0.89682
F 4.94953 -0.02165 -0.20677
N 0.26741 -1.49525 -3.22634
C 0.51318 -2.25555 -4.30363
C 0.92622 -3.48550 -3.83955
C 0.89492 -3.37041 -2.44152
N 0.50078 -2.15513 -2.08693
H -0.02606 -0.53137 -3.13999
H 0.37070 -1.87318 -5.29986
H 1.20131 -4.34563 -4.42374
H 1.14191 -4.09275 -1.68030
```

As for the spin multiplicity: 1. The energy above the lowest of the compared OMol25 structures with the same formula, charge and spin comes out at 0.000 eV. The calculation puts the largest force on an atom at 0.0084 hartree/bohr. Its HOMO energy is -5.3 eV. For the total energy, the calculation gives -4077.2582 hartree. As for the total charge: -1.

Formula: C7H15NO2S
Source: the OMol25 dataset
Level of theory: wB97M-V/def2-TZVPD

```
26
Properties=species:S:1:pos:R:3
C 1.63877 -1.29891 -1.23695
N 0.99604 -0.37714 -0.29377
C -0.50212 -0.03109 -0.50805
C -1.50686 -1.05521 -0.84389
C -1.51980 -0.37059 0.49394
C -1.23836 -1.09980 1.81256
C -2.58703 0.66509 0.67020
S 1.88434 0.83888 0.42515
C 2.36250 2.02696 -0.83305
O 1.00791 1.60007 1.31460
O 2.99122 0.09295 0.96240
H 2.76748 -1.24133 -0.92644
H 1.43049 -2.32022 -1.09644
H 1.68976 -1.06365 -2.34638
H -0.44231 0.90812 -0.94385
H -2.36511 -0.85430 -1.51620
H -1.14661 -2.12073 -0.71481
H -0.60357 -0.50761 2.30903
H -0.94617 -2.15644 1.66660
H -2.27120 -1.08593 2.46964
H -3.53075 0.19760 0.93864
H -2.68197 1.10958 -0.21969
H -2.41990 1.32435 1.41141
H 3.12264 1.52587 -1.46493
H 1.32344 2.32229 -1.24186
H 2.54715 2.97121 -0.28788
```

As for the spin multiplicity: 1. The energy above the lowest of the compared OMol25 structures with the same formula, charge and spin comes out at 2.655 eV. The calculation puts the largest force on an atom at 0.1034 hartree/bohr. Its HOMO energy is -9.5 eV. As for the SMILES: CN([C@H]1CC1(C)C)S(C)(=O)=O. For the total energy, the calculation gives -879.0215 hartree. As for the total charge: 0.

Formula: C18H27N3O2
Source: the OMol25 dataset
Level of theory: wB97M-V/def2-TZVPD

```
50
Properties=species:S:1:pos:R:3
C 6.33567 -0.77654 2.98703
C 5.80802 0.06158 1.80049
C 5.87700 -0.54001 0.42125
C 5.13056 0.14666 -0.64595
N 3.67887 0.36059 -0.43014
C 2.83953 -0.12105 -1.50835
O 3.13145 -0.88444 -2.36652
C 1.47548 0.13938 -1.09343
C 1.01824 1.41556 -0.53785
C -0.21108 1.62159 -0.30239
C -1.30626 0.76696 -0.41492
C -2.63509 0.67196 -0.52715
O -3.68479 1.50682 -0.12981
C -3.42717 2.83630 0.73644
C -2.76017 2.66923 2.04475
N -2.93311 -0.47666 -0.73062
C -4.36082 -1.15611 -0.68828
C -4.86882 -1.33078 0.66073
C -4.32332 -2.34684 1.34873
C -2.92920 -2.26894 1.73541
N -1.88715 -1.47859 -1.26382
C -0.95278 -0.40405 -1.12479
C 0.43653 -0.59021 -1.28125
H 6.36122 -0.41291 3.89949
H 5.79578 -1.63788 2.88637
H 7.19990 -0.90789 2.72802
H 4.77015 0.21060 2.05527
H 6.26091 0.91925 1.78276
H 5.19775 -1.58989 0.46020
H 6.78069 -1.06651 0.07488
H 5.28368 -0.42401 -1.62172
H 5.61424 1.25193 -0.79415
H 3.34916 0.97547 0.22598
H 1.91488 2.34162 -0.57182
H -0.52793 2.82533 0.10107
H -2.59786 3.11823 -0.04845
H -4.21981 3.44624 0.58392
H -2.61468 3.57520 2.60706
H -1.83484 2.14841 1.72233
H -3.39389 2.05159 2.59787
H -5.02921 -0.32351 -1.29786
H -4.11432 -2.16057 -1.14452
H -5.97425 -1.43724 0.71256
H -4.80244 -0.31737 1.16338
H -4.92936 -2.39658 2.31365
H -4.36130 -3.36366 0.62999
H -2.76887 -1.25084 2.39996
H -2.23238 -2.38594 0.99922
H -2.63851 -3.10130 2.55233
H 0.64372 -1.68586 -1.43500
```

As for the spin multiplicity: 1. The energy above the lowest of the compared OMol25 structures with the same formula, charge and spin comes out at 13.988 eV. The calculation puts the largest force on an atom at 0.2801 hartree/bohr. Its HOMO energy is -8.2 eV. As for the SMILES: CCCCNC(=O)c1ccc2c(OCC)n(CCCC)nc2c1. For the total energy, the calculation gives -1016.4125 hartree. As for the total charge: 0.

Formula: C4H5LiO7V
Source: the OMol25 dataset
Level of theory: wB97M-V/def2-TZVPD

```
18
Properties=species:S:1:pos:R:3
O -3.67310 2.54283 -0.05208
C -2.91493 1.61289 -0.46830
O -3.25899 0.95150 -1.49683
O -1.78860 1.39981 0.15397
C -0.87380 0.43536 -0.39663
O 1.01873 -0.80151 0.10696
C 2.69949 -1.47026 0.56324
C 0.32597 0.31318 0.52692
O 3.48292 -0.52889 0.11020
O 2.69481 -2.52660 -0.21313
V -4.79953 1.91212 -1.43133
Li 2.79423 -1.16142 -1.58592
H -0.56390 0.76513 -1.39752
H -1.37402 -0.53503 -0.51535
H 0.87819 1.27272 0.50827
H -0.00121 0.17088 1.57594
O 2.84868 -1.73216 1.93581
H 2.50510 -2.62054 2.07577
```

As for the spin multiplicity: 4. The energy above the lowest of the compared OMol25 structures with the same formula, charge and spin comes out at 2.130 eV. The calculation puts the largest force on an atom at 0.1124 hartree/bohr. Its HOMO energy (spin up / spin down) is -5.7 / -5.7 eV. For the total energy, the calculation gives -1633.4989 hartree. As for the total charge: 0.

> spin multiplicity of number 1 (C2H5N3O4)?

1